This record from the Open Molecules 2025 dataset describes a molecular structure, C24H32Cl12O10 in a non-equilibrium geometry. The level of theory is the ωB97M-V functional and the def2-TZVPD basis.

## Properties
LUMO level: -1.833 eV
Orbital gap: 6.96 eV
F_max: 9.94 eV/Å
Electronic energy: -7207.5455 Eh

ORCA input file:
```
! RIJCOSX wB97M-V def2-TZVPD def2/J DEFGRID3
* xyz 0 1
H 0.575 -1.595 1.606
Cl 1.531 2.725 -0.109
H -7.651 0.189 2.161
H 0.095 -1.364 6.869
H -3.622 -0.378 0.190
H -1.424 -0.369 -7.476
H 0.122 -1.707 -0.576
H 3.123 1.711 2.143
H 1.264 0.630 -3.773
H 2.896 -2.903 0.232
C -3.982 -0.126 1.177
C 2.218 1.591 2.738
H 2.099 1.018 -1.348
O -1.716 0.014 1.962
O -2.883 -1.207 -5.375
O 0.550 -0.101 -0.572
H 2.880 -0.876 -6.525
C -5.470 0.030 1.299
C -0.826 -2.223 -0.425
H 2.287 -0.079 6.550
Cl -2.105 -0.997 -0.502
H -1.233 0.313 2.736
H -0.864 3.388 -4.169
H 3.406 1.058 4.381
C -4.949 0.426 3.715
C -5.845 0.309 2.761
H -3.201 -1.619 -4.568
C 0.342 -0.539 1.741
H -0.611 -0.067 5.852
O 2.610 -1.096 -5.630
H 1.670 -1.215 5.434
O -6.232 -0.092 0.338
H -5.268 0.562 4.738
H 1.380 1.204 2.159
O 1.491 0.786 4.912
Cl -0.930 -3.364 -1.712
H 1.237 -1.772 -3.562
Cl -0.645 -3.049 1.110
C 1.252 -1.145 -5.529
C -0.374 2.632 -3.555
C 2.512 0.629 3.927
Cl -0.417 1.250 -4.639
O 0.995 0.072 -7.714
C 0.996 0.351 0.725
H 0.705 1.377 0.952
C 0.186 -0.326 6.549
C 0.849 0.149 -2.888
H 3.683 3.546 -0.554
H 1.828 2.519 3.155
Cl 2.653 -1.732 -1.865
H 2.668 -0.430 3.720
H -0.148 -0.274 -3.013
H 0.508 -0.245 2.777
O -7.143 0.289 2.970
C -0.851 -1.492 -4.241
H 2.081 0.250 0.766
Cl 1.305 3.045 -3.351
C -3.054 0.126 2.155
C 1.477 -0.220 5.835
C 0.545 -0.514 -6.697
C 3.308 2.740 0.077
H -0.729 -0.366 1.632
C 1.046 0.793 -1.517
H 1.335 -0.824 -2.809
O -1.453 -1.799 -3.206
Cl 4.080 -0.894 0.648
C -1.547 -1.103 -5.480
Cl -1.216 2.379 -1.995
Cl 3.872 3.038 1.755
H 0.120 0.370 7.386
C -3.448 0.391 3.505
C -0.893 -0.665 -6.583
O -2.728 0.704 4.445
Cl 4.895 -3.178 -0.917
Cl 4.024 1.227 -0.566
H 0.617 1.794 -1.562
C 0.655 -1.479 -4.423
C 3.485 -2.201 -0.358
*
```

Löwdin charges, unit e, in atom order: number 1, H, carries -0.02; number 2, Cl, carries 0.78; number 3, H, carries 0.12; number 4, H, carries 0.08; number 5, H, carries -0.05; number 6, H, carries 0.14; number 7, H, carries -0.02; number 8, H, carries -0.16; number 9, H, carries 0.02; number 10, H, carries 0.03; number 11, C, carries 0.04; number 12, C, carries -0.24; number 13, H, carries -0.03; number 14, O, carries 0.00; number 15, O, carries 0.11; number 16, O, carries -0.26; number 17, H, carries 0.11; number 18, C, carries -0.25; number 19, C, carries -1.37; number 20, H, carries 0.12; number 21, Cl, carries 0.84; number 22, H, carries 0.14; number 23, H, carries 0.03; number 24, H, carries 0.12; number 25, C, carries 0.08; number 26, C, carries -0.27; number 27, H, carries 0.12; number 28, C, carries -0.14; number 29, H, carries 0.06; number 30, O, carries 0.10; number 31, H, carries 0.11; number 32, O, carries 0.11; number 33, H, carries 0.13; number 34, H, carries 0.00; number 35, O, carries -0.14; number 36, Cl, carries 0.74; number 37, H, carries 0.04; number 38, Cl, carries 0.68; number 39, C, carries -0.26; number 40, C, carries -1.29; number 41, C, carries -0.22; number 42, Cl, carries 0.86; number 43, O, carries 0.08; number 44, C, carries -0.38; number 45, H, carries 0.01; number 46, C, carries -0.07; number 47, C, carries -0.33; number 48, H, carries 0.03; number 49, H, carries 0.09; number 50, Cl, carries 0.77; number 51, H, carries 0.11; number 52, H, carries 0.03; number 53, H, carries 0.09; number 54, O, carries 0.11; number 55, C, carries -0.33; number 56, H, carries 0.01; number 57, Cl, carries 0.69; number 58, C, carries -0.17; number 59, C, carries -0.36; number 60, C, carries -0.34; number 61, C, carries -1.17; number 62, H, carries -0.14; number 63, C, carries -0.56; number 64, H, carries -0.09; number 65, O, carries -0.17; number 66, Cl, carries 0.56; number 67, C, carries -0.29; number 68, Cl, carries 0.68; number 69, Cl, carries 0.72; number 70, H, carries 0.08; number 71, C, carries -0.29; number 72, C, carries -0.01; number 73, O, carries 0.12; number 74, Cl, carries 0.51; number 75, Cl, carries 0.58; number 76, H, carries -0.15; number 77, C, carries -0.06; number 78, C, carries -1.36


This record from the Open Molecules 2025 dataset describes 6 unconnected molecules or ions with the total composition C24H32F16O15 in a non-equilibrium geometry. The level of theory is the ωB97M-V functional and the def2-TZVPD basis.

## Properties
LUMO level: 0.373 eV
Orbital gap: 11.26 eV
SMILES string: CCOC(=O)C(F)(F)F.CCOC(=O)C(F)(F)F.CCOC(=O)C(F)(F)F.CCOC(=O)C(F)(F)F.CCOC(=O)C(F)(F)F.O=C(OCCF)OCOO
F_max: 3.70 eV/Å
Electronic energy: -3660.0997 Eh

ORCA input file:
```
! RIJCOSX wB97M-V def2-TZVPD def2/J DEFGRID3
* xyz 0 1
C -1.582 7.691 -1.251
F -2.951 2.008 -1.736
H -5.936 -3.254 -1.558
C -5.123 1.187 -1.132
H 3.362 -2.847 6.232
F 2.627 -7.247 -1.639
H 1.500 -2.131 0.500
H -5.185 -1.664 -1.362
F -0.279 2.932 1.545
C 3.624 1.810 0.529
H 1.327 -4.310 1.662
C -5.114 -2.714 -1.083
H -6.064 4.087 0.508
H -1.210 0.999 -1.003
C 1.776 0.348 0.295
H 2.674 6.325 -4.360
C 3.590 -5.521 -0.290
C 4.799 -3.300 4.687
H -7.576 1.882 -1.014
H 0.910 6.473 -4.422
F 3.644 0.351 3.277
C -4.228 -5.585 -1.795
C -3.775 0.937 -1.805
O -4.844 -5.358 -2.800
F -1.441 8.997 -1.554
C 4.949 0.056 3.136
H 3.250 1.880 1.603
C -0.434 1.073 -0.169
O -5.693 0.409 -0.415
H -5.255 -2.804 -0.003
H 1.649 5.551 -2.188
C 3.719 -6.902 -0.929
H 4.219 -4.112 4.246
H 2.672 6.964 -1.968
H 0.894 -3.370 -0.621
O -5.603 2.392 -1.486
O 6.393 -1.157 4.662
O 4.485 -2.115 3.938
F -4.138 -7.022 0.116
F -2.699 -7.379 -1.455
C 1.753 -3.054 -0.024
H 4.731 3.984 -0.470
H -2.969 -2.717 -1.026
H 3.020 -3.847 1.551
H 2.566 -2.842 -0.723
H -7.300 3.518 -1.596
C 1.813 6.839 -3.928
H -6.386 2.478 1.135
C -0.542 6.814 -1.946
H 0.630 3.107 -0.379
H 4.768 1.829 0.481
O -0.769 5.760 -2.477
O 1.593 -0.006 1.464
F 4.762 -6.987 -1.771
O 4.087 3.484 -1.029
H -3.623 -3.230 -2.575
F -1.495 7.598 0.091
O 2.380 -5.382 0.282
C -0.268 2.632 0.137
F -2.841 7.358 -1.577
H 4.579 -4.057 6.696
O 3.092 0.660 -0.160
O 4.453 -4.686 -0.268
C 5.382 -1.114 4.016
C -6.894 2.734 -0.954
H 1.888 7.906 -4.152
H -0.905 0.584 0.742
O 0.679 7.369 -1.849
H 5.854 -3.559 4.577
F -3.912 0.650 -3.114
O 0.756 0.413 -0.671
C 2.146 -4.137 0.961
F 3.893 -7.866 -0.002
C -6.768 3.252 0.465
O 3.155 2.991 -0.156
C -3.772 -3.289 -1.494
F -3.102 -0.098 -1.258
H -7.737 3.586 0.841
C 1.749 6.612 -2.431
F -4.770 -7.913 -1.742
H 4.998 -2.337 6.616
C -3.963 -6.975 -1.220
C 4.414 -3.130 6.143
H -1.189 3.165 -0.299
O -3.637 -4.644 -1.034
F 5.622 1.189 3.406
F 5.148 -0.205 1.825
*
```

Löwdin charges, unit e, in atom order: number 1, C, carries -0.52; number 2, F, carries 0.14; number 3, H, carries 0.08; number 4, C, carries -0.37; number 5, H, carries 0.08; number 6, F, carries 0.16; number 7, H, carries 0.06; number 8, H, carries 0.05; number 9, F, carries -0.09; number 10, C, carries -0.16; number 11, H, carries 0.13; number 12, C, carries -0.05; number 13, H, carries 0.08; number 14, H, carries 0.11; number 15, C, carries -0.44; number 16, H, carries 0.08; number 17, C, carries -0.37; number 18, C, carries -0.20; number 19, H, carries 0.13; number 20, H, carries 0.08; number 21, F, carries 0.15; number 22, C, carries -0.37; number 23, C, carries -0.50; number 24, O, carries 0.17; number 25, F, carries 0.16; number 26, C, carries -0.51; number 27, H, carries 0.15; number 28, C, carries -0.12; number 29, O, carries 0.16; number 30, H, carries 0.09; number 31, H, carries 0.12; number 32, C, carries -0.52; number 33, H, carries 0.12; number 34, H, carries 0.13; number 35, H, carries 0.09; number 36, O, carries 0.03; number 37, O, carries 0.17; number 38, O, carries 0.02; number 39, F, carries 0.15; number 40, F, carries 0.16; number 41, C, carries -0.04; number 42, H, carries 0.12; number 43, H, carries 0.12; number 44, H, carries 0.12; number 45, H, carries 0.09; number 46, H, carries 0.13; number 47, C, carries -0.06; number 48, H, carries 0.08; number 49, C, carries -0.37; number 50, H, carries 0.12; number 51, H, carries 0.16; number 52, O, carries 0.16; number 53, O, carries 0.11; number 54, F, carries 0.16; number 55, O, carries -0.03; number 56, H, carries 0.13; number 57, F, carries 0.16; number 58, O, carries 0.03; number 59, C, carries -0.11; number 60, F, carries 0.16; number 61, H, carries 0.08; number 62, O, carries 0.03; number 63, O, carries 0.17; number 64, C, carries -0.37; number 65, C, carries -0.20; number 66, H, carries 0.08; number 67, H, carries 0.15; number 68, O, carries 0.03; number 69, H, carries 0.13; number 70, F, carries 0.17; number 71, O, carries 0.00; number 72, C, carries -0.19; number 73, F, carries 0.16; number 74, C, carries -0.06; number 75, O, carries -0.16; number 76, C, carries -0.20; number 77, F, carries 0.14; number 78, H, carries 0.08; number 79, C, carries -0.20; number 80, F, carries 0.16; number 81, H, carries 0.08; number 82, C, carries -0.52; number 83, C, carries -0.06; number 84, H, carries 0.12; number 85, O, carries 0.02; number 86, F, carries 0.16; number 87, F, carries 0.15


- Among the records above, which one has the highest F_max?
  C24H32Cl12O10